{
  "formula": "C32H86N6O9",
  "method": "ωB97M-V with the def2-TZVPD basis set",
  "energy_ev": -61938.7355,
  "gap_ev": [1.351, 8.331],
  "e_homo_ha": [0.0325, -0.2220],
  "spin_multiplicity": 2,
  "charge": -1,
  "elements": ["C", "C", "C", "C", "C", "C", "N", "O", "C", "C", "C", "H", "H", "H", "H", "H", "H", "H", "H", "H", "H", "H", "H", "H", "H", "H", "H", "H", "H", "H", "C", "C", "C", "O", "C", "N", "H", "H", "H", "H", "H", "H", "H", "H", "H", "H", "H", "C", "C", "C", "O", "C", "N", "H", "H", "H", "H", "H", "H", "H", "H", "H", "H", "H", "C", "C", "C", "O", "C", "N", "H", "H", "H", "H", "H", "H", "H", "H", "H", "H", "H", "C", "C", "C", "O", "C", "N", "H", "H", "H", "H", "H", "H", "H", "H", "H", "H", "H", "C", "C", "C", "O", "C", "N", "H", "H", "H", "H", "H", "H", "H", "H", "H", "H", "H", "C", "O", "H", "H", "H", "H", "C", "O", "H", "H", "H", "H", "C", "O", "H", "H", "H", "H"],
  "xyz": [[5.03872, 0.99260, -2.03550], [4.04235, 0.30364, -1.05283], [3.18398, -0.74013, -1.86209], [2.39813, -1.73324, -0.94503], [3.41198, -2.46511, -0.08079], [4.29009, -1.53440, 0.80596], [4.83878, -0.40757, 0.03335], [5.68012, 0.37277, 0.81181], [3.35723, -1.02363, 1.89942], [5.46841, -2.43743, 1.33332], [3.08023, 1.44281, -0.43390], [4.57941, 1.38439, -2.94305], [5.74599, 0.23021, -2.36203], [5.63076, 1.81429, -1.63250], [2.44134, -0.14400, -2.39240], [3.74688, -1.34793, -2.57048], [1.77921, -2.45089, -1.48356], [1.67023, -1.16946, -0.36157], [3.97573, -3.08991, -0.77355], [2.87824, -3.16284, 0.56448], [2.46666, -0.50702, 1.54151], [3.00518, -1.82330, 2.55110], [3.93882, -0.28436, 2.45018], [6.13352, -2.73167, 0.52143], [6.13596, -1.93829, 2.03570], [5.14151, -3.34325, 1.84392], [2.16154, 1.03199, -0.01517], [2.68375, 2.11419, -1.19557], [3.62442, 2.05574, 0.28463], [6.50246, 0.04528, 0.44018], [0.42965, 6.01102, -6.04644], [0.45661, 4.81909, -7.06198], [0.23963, 3.59095, -6.19607], [1.16170, 3.58006, -5.10739], [1.03842, 2.66504, -4.05886], [-0.48396, 4.96400, -8.17842], [0.52882, 7.01018, -6.47064], [1.29522, 5.93060, -5.38885], [-0.41333, 5.98009, -5.35613], [1.47896, 4.70006, -7.42078], [0.41274, 2.74306, -6.85880], [-0.80058, 3.54397, -5.87379], [0.94955, 1.64963, -4.44507], [0.20706, 2.94092, -3.41015], [1.91381, 2.63944, -3.40991], [-0.48954, 5.90470, -8.54606], [-0.30078, 4.33594, -8.94789], [-1.07325, -1.43416, 6.47998], [-0.76342, -1.93768, 5.06209], [-0.01343, -3.29998, 5.05172], [1.35618, -3.22728, 5.47051], [2.16286, -4.31030, 4.97353], [-2.02289, -1.94914, 4.33899], [-1.85582, -2.07094, 6.89253], [-1.47115, -0.42069, 6.42843], [-0.15972, -1.46537, 7.07378], [-0.18028, -1.12901, 4.62153], [-0.08363, -3.70531, 4.04232], [-0.55495, -4.03166, 5.65129], [2.11130, -4.37564, 3.88671], [1.90921, -5.26826, 5.42747], [3.18713, -4.10099, 5.28203], [-2.24680, -1.00226, 4.06811], [-1.71690, -2.25918, 3.42776], [-5.34898, -5.83733, 0.71041], [-4.19982, -5.17840, 1.45045], [-4.41833, -3.70503, 1.86664], [-4.18190, -2.83151, 0.84275], [-4.64135, -1.50385, 0.96634], [-3.93947, -6.03654, 2.54222], [-5.83589, -5.25996, -0.07550], [-6.15913, -6.00334, 1.42048], [-5.15555, -6.72731, 0.11155], [-3.28187, -5.26560, 0.86920], [-3.77670, -3.48920, 2.72094], [-5.44755, -3.57950, 2.20289], [-4.33214, -0.96033, 0.07355], [-4.07272, -1.09309, 1.80063], [-5.69136, -1.36068, 1.22145], [-4.67759, -5.96982, 3.22839], [-3.32726, -5.60333, 3.21869], [-1.14515, 7.15942, 1.90167], [-1.15892, 5.94542, 1.06288], [-1.23100, 6.11354, -0.51603], [-1.52095, 4.87248, -1.27647], [-1.66476, 5.00528, -2.71728], [0.05034, 5.13616, 1.38581], [-1.02557, 6.83564, 2.93557], [-2.05774, 7.73001, 1.72932], [-0.28235, 7.81652, 1.79256], [-1.97478, 5.30642, 1.40074], [-0.25955, 6.43871, -0.88839], [-1.99121, 6.87673, -0.68251], [-2.46970, 5.71442, -2.91039], [-1.91239, 4.01199, -3.09167], [-0.73805, 5.36261, -3.16630], [0.13018, 4.46667, 0.63381], [0.84529, 5.73060, 1.19925], [-1.27456, -2.55721, -1.07983], [-0.86165, -1.97793, 0.29504], [-1.21848, -0.40307, 0.39111], [-0.54338, 0.35458, -0.63695], [-0.71861, 1.75170, -0.53702], [-1.44759, -2.67821, 1.37239], [-2.27487, -2.22568, -1.35833], [-1.23208, -3.64625, -1.06305], [-0.58909, -2.27752, -1.87983], [0.19184, -2.25267, 0.34775], [-1.04734, 0.01016, 1.38512], [-2.29263, -0.32492, 0.22322], [0.10788, 2.26209, -1.03149], [-0.64213, 2.08070, 0.49933], [-1.63664, 2.09051, -1.01715], [-1.29770, -3.67538, 1.31511], [-2.42806, -2.75911, 1.14384], [0.69094, 2.05057, 3.26086], [-0.54071, 2.67316, 2.95878], [1.14838, 1.81381, 2.30024], [1.27771, 2.75123, 3.85490], [0.52795, 1.12668, 3.81581], [-0.32904, 3.54956, 2.62906], [0.61342, -5.98211, 0.41592], [-0.59402, -5.69212, 1.06180], [1.35471, -6.22412, 1.17750], [0.52863, -6.71392, -0.38743], [1.09967, -5.11891, -0.03855], [-1.03966, -6.50059, 1.32520], [-1.98340, 0.42858, -4.03405], [-3.35554, 0.55299, -4.41655], [-1.83431, -0.36178, -3.29838], [-1.38638, 0.16457, -4.90696], [-1.70424, 1.35921, -3.54000], [-3.61486, -0.24133, -4.88921]],
  "atomic_forces_ev_per_a": [[0.1, -0.7, 0.3], [-0.3, 0.9, 0.9], [-0.7, -0.1, 1.2], [0.7, 1.2, 0.1], [-0.2, 0.2, -0.4], [-0.7, -1.0, -0.5], [-1.4, -1.6, -2.5], [0.2, 0.6, -0.1], [0.6, 0.3, 0.7], [-0.1, 0.8, 0.1], [0.4, -1.0, -0.7], [-0.5, -0.1, 0.1], [0.1, -0.1, -0.1], [-0.2, 0.0, 0.5], [0.1, 0.0, -0.4], [0.4, 0.3, 0.0], [0.2, 0.0, -0.4], [0.2, 0.1, 0.1], [0.5, 0.0, 0.1], [0.1, -0.1, 0.3], [0.1, -0.1, -0.4], [0.2, 0.0, 0.2], [-0.2, 0.0, 0.5], [-0.3, -0.1, -0.3], [-0.2, 0.4, 0.2], [-0.4, 0.0, -0.1], [0.2, -0.3, 0.4], [0.4, 0.1, -0.4], [0.0, -0.2, 0.1], [0.6, 0.5, 0.4], [0.5, -0.1, -0.4], [0.6, 1.3, 1.3], [-0.3, -1.0, -0.1], [0.7, 1.1, -0.8], [-0.5, -0.6, -0.1], [-0.3, -0.2, 0.7], [-0.3, 0.0, -0.4], [0.1, -0.2, -0.1], [-0.4, 0.0, -0.4], [0.3, 0.3, -0.1], [0.0, -0.6, 0.2], [-0.2, 0.0, 0.3], [-0.4, -0.2, 0.1], [-0.3, -0.3, 0.0], [0.3, 0.5, -0.4], [0.1, 0.0, 0.1], [0.2, -0.1, 0.1], [0.3, -0.5, -0.4], [0.4, 1.2, 1.6], [-0.3, 0.2, -0.5], [-0.3, -0.1, -0.4], [-0.2, 0.8, 0.6], [0.1, -1.1, -0.8], [0.1, -0.1, 0.3], [0.1, 0.1, 0.1], [-0.1, 0.1, 0.3], [1.0, -0.4, -0.2], [0.2, 0.1, -0.4], [-0.2, 0.0, 0.5], [-0.1, -0.1, -0.1], [-0.4, -0.1, 0.0], [0.0, 0.2, -0.1], [-0.2, 0.5, 0.6], [-0.4, -0.7, -0.9], [-1.2, 0.7, -1.0], [0.3, 0.4, -1.4], [-0.8, -1.0, 0.9], [-0.6, 0.3, -2.4], [1.1, 0.1, 0.9], [0.2, -0.6, 2.9], [0.3, 0.9, 0.1], [0.0, -0.4, 0.1], [0.6, -0.4, 0.8], [0.0, 0.6, -0.5], [0.3, 0.1, 0.3], [-0.4, -0.1, 0.3], [-0.4, -0.2, -0.1], [0.0, 0.6, 0.2], [-0.3, -0.4, -0.3], [-1.5, -0.7, -0.3], [1.7, 0.3, -0.5], [0.0, 1.0, 0.4], [1.0, -2.6, -1.8], [-0.5, -0.6, 0.0], [0.0, 0.8, 1.1], [0.1, 0.5, 1.6], [-0.2, 0.2, -0.2], [-0.6, 0.0, 0.1], [0.0, 0.2, 0.4], [0.1, 0.1, -0.7], [-0.4, 0.1, -0.3], [0.1, 0.5, 0.1], [-0.2, 0.0, -0.6], [-0.1, 0.0, -0.3], [0.0, 0.1, 0.0], [0.1, 0.0, -0.1], [0.0, -0.6, -0.1], [0.4, 0.3, 0.3], [0.1, 0.4, 0.0], [0.9, 0.9, -1.9], [0.6, -1.3, -0.9], [0.1, -0.8, 0.6], [0.3, 0.0, 0.1], [-1.7, -0.5, 1.3], [-0.2, -0.2, -0.1], [-0.2, -0.1, 0.2], [0.0, 0.4, 0.0], [0.3, 1.0, 0.2], [0.5, 0.0, 0.1], [-0.2, 0.0, -0.1], [0.1, -0.2, -0.4], [-0.5, 0.0, 0.2], [-0.3, 0.0, 0.2], [1.3, -0.4, 0.0], [-0.6, 0.8, 0.2], [-0.3, 0.3, -0.4], [-0.8, -0.4, 0.5], [0.7, -0.2, 0.2], [0.5, -0.3, 0.0], [-0.1, 0.1, 0.0], [0.1, 0.5, -0.2], [1.2, 0.0, 0.2], [-0.7, 0.7, -0.2], [0.2, -0.8, -0.1], [0.0, -0.3, 0.2], [-0.8, 0.5, -0.1], [0.1, -0.2, 0.0], [-0.6, -0.4, 0.1], [0.1, 0.2, 0.2], [-0.1, -0.1, 0.1], [0.4, 0.4, 0.0], [0.2, 0.0, -0.4], [0.0, -0.1, 0.0]]
}